[1]
Entry from the Open Molecules 2025 dataset: a 4-piece molecular cluster, C18H30N4OS overall (ωB97M-V with the def2-TZVPD basis set).

Last column: Mulliken charge in e.
Element x y z (Å)
C 2.391 -0.990 0.564  -0.17
C 2.543 0.420 0.557  -0.43
C 2.397 0.839 -0.741  -0.66
N 2.167 -0.262 -1.517  0.14
C 2.156 -1.382 -0.731  -1.06
H 2.447 -1.644 1.419  0.55
H 2.736 1.055 1.405  0.44
H 2.438 1.822 -1.178  0.48
H 2.026 -0.248 -2.510  0.22
H 1.985 -2.357 -1.158  0.45
C -4.718 -2.552 3.266  -0.36
C -4.299 -2.565 4.622  -0.42
C -2.935 -2.420 4.630  -0.52
N -2.516 -2.324 3.331  0.05
C -3.595 -2.399 2.494  -0.56
H -5.726 -2.642 2.899  0.40
H -4.925 -2.667 5.492  0.40
H -2.231 -2.378 5.443  0.38
H -1.565 -2.215 3.037  0.19
H -3.472 -2.338 1.426  0.44
C 7.874 -2.077 -0.946  -0.42
C 7.543 -2.029 0.432  -0.62
C 6.181 -1.898 0.521  -0.21
N 5.679 -1.861 -0.749  0.10
C 6.701 -1.973 -1.650  -0.52
H 8.858 -2.176 -1.374  0.39
H 8.226 -2.085 1.264  0.38
H 5.529 -1.827 1.375  0.35
H 4.706 -1.766 -0.983  0.24
H 6.508 -1.969 -2.710  0.34
C -2.892 1.034 1.306  -0.88
C -2.758 2.572 1.432  -0.58
S -2.642 3.502 -0.143  -0.16
C -3.797 2.767 -1.360  -0.73
N -3.559 1.370 -1.708  -0.20
C -2.765 1.162 -2.922  -1.01
C -1.242 1.049 -2.581  0.10
O -0.451 1.925 -3.363  -0.46
C -0.082 3.108 -2.681  -0.62
H -2.434 0.619 0.413  0.19
H -3.934 0.730 1.431  0.33
H -2.360 0.592 2.161  0.33
H -3.526 2.982 2.094  0.38
H -1.811 2.768 1.947  0.34
H -4.839 2.921 -1.060  0.52
H -3.670 3.372 -2.271  0.28
H -4.410 0.837 -1.719  0.25
H -2.963 1.886 -3.724  0.34
H -3.057 0.175 -3.304  0.36
H -1.127 1.181 -1.502  0.20
H -0.901 0.030 -2.808  0.25
H -0.779 3.913 -2.949  0.25
H 0.907 3.444 -3.016  0.27
H -0.017 2.969 -1.601  0.25

Output
Relative energy (zero: lowest compared OMol25 entry of this formula, charge and spin) ... 54.5 kcal/mol
Electronic energy ... -1396.24056 hartree
Structure (SMILES) ... c1cc[nH]c1.c1cc[nH]c1.c1cc[nH]c1.CCSCNCCOC

---

[2]
Entry from the Open Molecules 2025 dataset: a 13-piece molecular cluster, C37H75BBr24ClNO6P overall (ωB97M-V with the def2-TZVPD basis set).

Last column: Mulliken charge in e.
Element x y z (Å)
C -4.451 -4.195 0.713  -0.87
C -5.123 -3.027 1.626  0.01
O -5.003 -1.797 0.852  -0.49
B -4.843 -0.638 1.671  0.04
O -5.811 -0.490 2.759  -0.30
C -3.754 0.552 1.501  0.27
Cl -3.969 1.771 2.885  -0.09
C -4.076 1.350 0.114  0.33
O -4.026 0.364 -0.937  -0.38
C -2.701 -0.170 -1.154  -0.07
C -1.828 0.907 -1.954  -0.63
C -0.544 0.225 -2.662  -0.03
O 0.648 0.825 -2.094  -0.22
C 1.840 0.265 -2.659  0.43
C 2.100 -1.309 -2.418  0.03
O 2.661 0.930 -3.319  -0.59
C -1.962 -0.684 0.209  -0.05
O -2.066 -2.091 0.420  -0.27
N -2.305 0.163 1.410  0.60
P -1.530 -0.356 2.958  0.30
C -2.148 -2.006 3.602  -0.97
C 0.317 -0.667 2.530  0.49
C 0.696 -2.227 2.429  -1.08
H -4.351 -3.817 -0.367  0.12
H -3.429 -4.434 1.164  0.15
H -5.092 -5.134 0.669  0.38
H -4.607 -2.988 2.637  0.06
H -6.238 -3.268 1.695  0.37
H -5.443 -0.933 3.552  0.28
H -3.394 2.251 -0.033  0.26
H -5.174 1.690 0.186  -0.66
H -2.792 -1.107 -1.821  0.32
H -1.536 1.753 -1.238  0.02
H -2.491 1.282 -2.817  0.41
H -0.640 -0.907 -2.464  -0.34
H -0.614 0.402 -3.797  0.54
H 1.231 -1.710 -1.795  -0.02
H 3.061 -1.504 -1.831  0.26
H 2.097 -1.853 -3.420  -0.13
H -0.843 -0.469 0.005  0.01
H -2.030 -2.579 -0.433  0.42
H -1.816 1.070 1.200  0.17
H -3.226 -1.848 3.982  0.28
H -2.067 -2.894 2.897  0.17
H -1.542 -2.291 4.543  0.51
H 0.929 -0.213 3.396  -0.06
H 0.629 -0.105 1.590  -0.14
H 1.624 -2.288 1.743  0.35
H 1.056 -2.637 3.441  0.33
H -0.095 -2.884 1.945  0.14
Br 0.787 2.632 1.209  -0.05
C 0.224 3.596 2.809  0.34
C 1.171 3.357 3.962  -0.79
Br 0.882 1.602 4.763  -0.14
H -0.798 3.285 3.022  0.27
H 0.228 4.647 2.521  -0.31
H 0.981 4.071 4.764  0.35
H 2.222 3.408 3.678  0.45
Br 5.772 -1.870 -3.934  -0.07
C 5.779 -2.126 -5.866  -0.09
C 4.411 -1.887 -6.451  -0.63
Br 3.230 -3.404 -6.119  -0.19
H 6.159 -3.130 -6.053  -0.03
H 6.494 -1.396 -6.247  0.26
H 4.466 -1.803 -7.538  0.35
H 3.917 -1.003 -6.048  0.44
Br 9.556 -3.947 -7.036  -0.13
C 9.243 -5.819 -6.593  -0.62
C 7.829 -6.037 -6.117  -0.64
Br 7.604 -5.426 -4.279  -0.08
H 9.994 -6.103 -5.856  0.37
H 9.426 -6.365 -7.520  0.37
H 7.589 -7.101 -6.094  0.38
H 7.086 -5.516 -6.720  0.35
Br 11.553 -2.255 -3.509  -0.13
C 9.854 -2.897 -2.801  -0.18
C 9.375 -2.036 -1.660  -0.54
Br 10.352 -2.426 -0.019  -0.16
H 9.999 -3.940 -2.523  0.38
H 9.159 -2.843 -3.641  -0.05
H 8.331 -2.253 -1.427  0.25
H 9.484 -0.968 -1.849  0.43
Br -0.795 -6.471 -2.963  -0.14
C -0.751 -5.819 -4.800  -0.67
C 0.156 -4.621 -4.932  -0.52
Br -0.695 -3.010 -4.241  -0.04
H -1.781 -5.614 -5.090  0.39
H -0.371 -6.655 -5.389  0.39
H 0.359 -4.407 -5.982  0.35
H 1.102 -4.734 -4.401  0.33
Br 0.085 7.357 1.789  -0.12
C -1.138 7.121 0.289  -0.58
C -2.464 6.564 0.744  -0.73
Br -2.343 4.652 1.112  0.08
H -0.630 6.488 -0.438  0.36
H -1.265 8.119 -0.132  0.38
H -3.209 6.653 -0.048  0.36
H -2.844 7.037 1.648  0.39
Br 7.643 2.782 -7.994  -0.13
C 6.350 2.121 -9.293  -0.63
C 5.682 0.859 -8.806  -0.59
Br 6.860 -0.683 -8.995  -0.14
H 6.883 1.990 -10.235  0.39
H 5.620 2.924 -9.402  0.36
H 4.809 0.626 -9.417  0.41
H 5.385 0.906 -7.758  0.34
Br 5.040 9.310 5.468  -0.14
C 3.817 9.079 3.969  -0.64
C 2.492 8.521 4.426  -0.25
Br 2.616 6.610 4.790  -0.07
H 4.322 8.446 3.240  0.37
H 3.689 10.078 3.550  0.37
H 1.745 8.612 3.636  -0.07
H 2.114 8.994 5.332  0.38
Br -7.229 3.641 0.339  -0.13
C -8.175 1.947 0.536  -0.50
C -9.668 2.155 0.597  -0.68
Br -10.216 2.814 2.346  -0.12
H -7.771 1.458 1.424  0.25
H -7.904 1.366 -0.349  0.39
H -10.193 1.206 0.473  0.40
H -10.036 2.867 -0.142  0.39
Br 4.256 -8.787 -0.741  -0.15
C 5.705 -7.579 -1.230  -0.52
C 5.777 -6.402 -0.290  -0.62
Br 4.382 -5.098 -0.682  -0.08
H 5.543 -7.292 -2.269  0.28
H 6.612 -8.182 -1.161  0.37
H 6.716 -5.862 -0.422  0.31
H 5.668 -6.679 0.758  0.40
Br -7.262 2.753 4.870  -0.13
C -8.067 2.222 6.565  -0.09
C -9.569 2.151 6.457  -0.57
Br -10.366 3.929 6.485  -0.13
H -7.721 2.930 7.317  -0.16
H -7.649 1.238 6.781  0.39
H -9.992 1.636 7.321  0.33
H -9.913 1.662 5.545  0.35
Br -8.190 1.939 10.232  -0.13
C -7.245 3.356 11.180  -0.54
C -7.536 4.707 10.575  -0.59
Br -6.539 4.971 8.921  -0.15
H -6.187 3.097 11.168  0.36
H -7.615 3.306 12.205  0.34
H -7.200 5.506 11.239  0.35
H -8.589 4.857 10.339  0.36

Output
Electronic energy ... -64563.48638 hartree
Charge ... +1

---

[3]
Entry from the Open Molecules 2025 dataset: a 2-piece molecular cluster, C7H14N overall (ωB97M-V with the def2-TZVPD basis set).

Last column: Mulliken charge in e.
Element x y z (Å)
C -0.426 1.740 1.015  -0.44
C -0.274 0.399 1.744  -0.62
C 0.007 0.109 0.263  0.68
C 1.465 -0.184 -0.016  -0.77
C -3.483 -0.617 -1.382  -1.04
C -2.429 -0.150 -0.249  -0.38
C -1.084 -0.290 -0.552  -0.14
N 4.596 -0.457 -0.619  -0.71
H 0.560 2.180 0.948  0.32
H -1.424 2.050 0.896  0.33
H 0.538 0.494 2.509  0.37
H -1.112 -0.257 2.164  0.24
H 1.897 0.101 -1.010  0.45
H 1.942 -0.849 0.731  0.37
H -4.207 -1.310 -0.732  0.31
H -3.060 -1.232 -2.236  0.31
H -3.815 0.371 -1.730  0.31
H -2.832 0.240 0.682  0.36
H -0.691 -0.838 -1.449  0.30
H 5.372 0.165 -0.306  0.24
H 3.595 -0.286 -0.452  0.28
H 4.864 -1.380 -0.219  0.25

Output
Relative energy (zero: lowest compared OMol25 entry of this formula, charge and spin) ... 147.5 kcal/mol
Electronic energy ... -329.37242 hartree
Charge ... +1

---

[4]
Entry from the Open Molecules 2025 dataset: one molecule with the formula C2H6N2O (ωB97M-V with the def2-TZVPD basis set).

Last column: Mulliken charge in e.
Element x y z (Å)
N 0.372 0.015 -2.228  -0.62
C -0.027 0.485 -0.876  -0.34
N 0.470 -0.354 0.145  -0.16
C 0.043 -0.433 1.426  0.00
O -0.819 0.291 1.911  -0.56
H 0.384 -0.999 -2.225  0.24
H -0.323 0.279 -2.921  0.23
H 0.154 1.551 -0.844  0.30
H -1.097 0.485 -0.749  0.29
H 1.383 -0.817 0.016  0.27
H 0.588 -1.101 2.073  0.36

Output
Relative energy (zero: lowest compared OMol25 entry of this formula, charge and spin) ... 24.8 kcal/mol
Electronic energy ... -264.54784 hartree
Structure (SMILES) ... NCNC=O

---

[5]
Entry from the Open Molecules 2025 dataset: a 2-piece molecular cluster, C5H9N2O overall (ωB97M-V with the def2-TZVPD basis set).

Last column: Mulliken charge in e.
Element x y z (Å)
C 0.330 -0.643 3.562  -0.18
C -0.208 -0.801 2.492  -0.64
C 0.287 0.661 -0.959  0.81
C 1.471 1.505 -0.830  -1.08
C -0.715 -1.472 -0.062  -0.06
N 0.280 -0.555 -0.416  -0.12
N -1.956 -1.267 -0.335  -0.29
O -0.753 1.217 -1.610  -0.50
H 0.522 -0.393 4.551  0.39
H 1.283 2.550 -1.285  0.33
H 1.790 1.487 0.220  0.38
H 2.330 1.227 -1.532  0.35
H -0.387 -2.472 0.061  0.42
H 1.088 -0.711 0.027  0.22
H -2.278 -0.274 -0.613  0.28
H -1.218 0.715 -2.276  0.41
H -2.483 -2.099 -0.318  0.28

Output
Relative energy (zero: lowest compared OMol25 entry of this formula, charge and spin) ... 168.8 kcal/mol
Electronic energy ... -380.18281 hartree
Charge ... +1

---

[6]
Entry from the Open Molecules 2025 dataset: C16H31F3O3P2PdS as an isolated structure (ωB97M-V with the def2-TZVPD basis set).

Last column: Mulliken charge in e.
Element x y z (Å)
P 1.285 2.353 0.622  1.64
P 2.060 -1.010 -1.564  2.25
C 2.602 1.164 0.172  -0.15
C 2.690 0.708 -1.285  -1.59
H 2.452 0.292 0.831  -0.38
H 3.551 1.619 0.527  0.62
H 2.213 1.415 -1.973  0.27
H 3.755 0.719 -1.549  0.45
C 3.594 -1.972 -1.241  -1.61
H 3.429 -3.054 -1.349  0.43
H 3.941 -1.808 -0.209  0.35
H 4.400 -1.671 -1.925  0.49
C 1.684 -1.169 -3.318  -1.67
H 2.567 -1.488 -3.896  0.44
H 1.342 -0.210 -3.730  0.43
H 0.888 -1.906 -3.483  0.44
C 1.925 3.015 2.179  -1.71
H 1.150 3.584 2.711  0.41
H 2.794 3.662 1.994  0.45
H 2.261 2.191 2.824  0.50
C 0.962 3.624 -0.568  -1.82
H 0.937 3.228 -1.590  0.60
H 1.757 4.389 -0.511  0.42
H 0.000 4.110 -0.347  0.38
Pd -3.303 0.698 -1.793  -0.10
C 0.891 -1.851 -0.392  0.39
C 1.201 -2.390 0.947  -1.58
C 1.142 -1.639 2.160  -0.67
C -0.129 -0.751 2.539  -0.51
C 0.182 0.628 2.285  -1.59
C -0.093 1.277 1.040  0.47
C -0.438 0.503 -0.330  1.40
C -0.448 -0.984 -0.444  -1.17
C -4.183 1.996 -0.576  -0.99
H 0.611 -2.727 -1.006  0.57
H 1.528 -3.445 0.992  0.41
H 1.995 -0.950 2.137  0.48
H 1.323 -2.306 3.013  0.41
H -1.016 -1.051 1.980  0.10
H -0.332 -0.893 3.616  0.55
H 0.522 1.259 3.134  0.48
H -0.945 1.995 1.167  0.60
H 0.153 0.927 -1.159  0.02
H -1.483 0.852 -0.572  -1.32
H -1.202 -1.377 0.236  -0.16
H -0.856 -1.233 -1.441  0.85
H -5.120 1.413 -0.434  0.27
H -4.411 3.000 -1.007  0.21
H -3.640 2.077 0.379  0.17
F -5.459 -3.669 -0.233  -0.22
C -5.175 -2.532 0.445  0.48
F -6.264 -1.734 0.485  -0.22
F -4.809 -2.860 1.703  -0.22
S -3.799 -1.612 -0.436  1.22
O -3.624 -0.351 0.318  -0.51
O -2.750 -2.601 -0.254  -0.70
O -4.310 -1.456 -1.819  -0.76

Output
Relative energy (zero: lowest compared OMol25 entry of this formula, charge and spin) ... 83.0 kcal/mol
Electronic energy ... -2361.93276 hartree
Multiplicity ... 3
<S²> ... 2.406

---

[7]
Entry from the Open Molecules 2025 dataset: C20H17N6ReS as an isolated structure (ωB97M-V with the def2-TZVPD basis set).

Last column: Mulliken charge in e.
Element x y z (Å)
Re -0.222 -0.204 0.867  1.06
C -0.262 -4.506 0.666  -1.32
C -0.640 -3.093 0.669  0.75
N 0.282 -2.068 1.014  0.93
N 1.534 -2.475 1.307  -1.24
C 2.152 -1.590 2.044  0.68
N 3.378 -1.836 2.491  -0.32
S 1.327 -0.008 2.495  -0.30
C -1.832 -2.493 0.372  0.51
C -2.977 -3.184 -0.074  -0.84
C -4.113 -2.465 -0.452  -0.38
C -4.091 -1.018 -0.454  -0.77
C -2.951 -0.368 -0.041  0.28
N -1.866 -1.088 0.360  -0.16
H 0.814 -4.439 0.697  0.36
H -0.713 -4.996 1.587  0.37
H -0.645 -4.997 -0.195  0.50
H 3.772 -2.759 2.309  0.27
H 3.955 -1.185 2.943  0.22
H -2.971 -4.259 0.061  0.47
H -4.973 -2.999 -0.893  0.45
H -5.033 -0.422 -0.572  0.40
H -2.902 0.719 0.131  0.39
C 2.838 -0.219 -2.068  -0.91
C 1.902 -0.665 -1.166  -0.10
N 0.931 0.140 -0.737  -0.18
C 1.052 1.564 -0.944  0.01
C 2.039 2.067 -1.850  0.57
C 2.948 1.146 -2.400  -0.37
C 2.166 3.467 -1.977  -0.90
C 1.333 4.294 -1.247  -0.99
C 0.268 3.806 -0.425  0.91
C -0.695 4.647 0.156  -0.46
C -1.661 4.036 0.949  -0.94
C -1.629 2.667 1.259  -0.09
N -0.799 1.828 0.600  -0.27
C 0.147 2.385 -0.255  0.63
H 3.555 -0.902 -2.489  0.46
H 1.909 -1.727 -0.945  0.49
H 3.715 1.426 -3.164  0.44
H 2.911 3.800 -2.690  0.46
H 1.488 5.368 -1.144  0.44
H -0.642 5.762 -0.052  0.44
H -2.553 4.585 1.211  0.44
H -2.248 2.254 2.045  0.60

Output
Electronic energy ... -1576.31901 hartree
Multiplicity ... 4
Charge ... +3
<S²> ... 3.860

---

[8]
Entry from the Open Molecules 2025 dataset: C22H22BrN3O2Ru as an isolated structure (ωB97M-V with the def2-TZVPD basis set).

Last column: Mulliken charge in e.
Element x y z (Å)
Ru -1.087 -0.060 -2.099  0.65
O -1.079 -4.065 -1.907  -0.64
C -0.843 -2.900 -2.118  -0.17
N -1.684 -1.858 -1.824  -0.08
C -2.962 -2.121 -1.191  -0.63
C -3.632 -0.804 -0.894  0.33
C -4.845 -0.730 -0.230  -0.75
C -5.407 0.508 0.021  -0.30
C -4.745 1.649 -0.412  -0.81
C -3.545 1.510 -1.071  -0.21
N -2.991 0.309 -1.302  0.20
C 0.432 -2.409 -2.760  0.70
C 1.421 -3.277 -3.159  -0.51
C 2.549 -2.766 -3.785  -0.30
C 2.638 -1.400 -3.979  -0.90
C 1.607 -0.586 -3.541  -0.16
N 0.525 -1.080 -2.942  0.20
H -2.824 -2.695 -0.271  0.42
H -3.596 -2.736 -1.834  0.47
H -5.335 -1.642 0.085  0.44
H -6.351 0.583 0.545  0.44
H -5.154 2.635 -0.246  0.43
H -2.999 2.369 -1.436  0.39
H 1.282 -4.335 -2.977  0.49
H 3.339 -3.423 -4.125  0.45
H 3.493 -0.959 -4.473  0.43
H 1.641 0.488 -3.670  0.45
Br -0.570 2.124 -2.931  -0.42
C 2.821 1.943 5.286  -1.50
C 2.337 1.592 3.912  0.49
C 3.169 1.695 2.804  -0.79
C 2.725 1.396 1.531  0.93
C 3.679 1.552 0.370  -1.87
C 1.396 0.937 1.361  0.44
C 0.981 0.603 0.034  0.33
O -0.073 0.029 -0.257  -0.41
C 0.533 0.820 2.483  0.81
C -0.896 0.362 2.368  -1.35
C 1.025 1.156 3.726  -0.92
H 3.861 2.262 5.282  0.36
H 2.720 1.084 5.952  0.36
H 2.212 2.744 5.709  0.35
H 4.191 2.026 2.943  0.31
H 4.645 1.903 0.724  0.37
H 3.308 2.275 -0.359  0.39
H 3.839 0.605 -0.147  0.41
H 1.656 0.876 -0.782  0.38
H -1.462 1.005 1.691  0.28
H -1.375 0.374 3.344  0.40
H -0.947 -0.649 1.965  0.23
H 0.375 1.079 4.590  0.39

Output
Electronic energy ... -3835.05473 hartree
Multiplicity ... 2
Charge ... +1
<S²> ... 0.758